(1)
58
Properties=species:S:1:pos:R:3 method="wB97M-V/def2-TZVPD" orbital_gap_ev=3.960 spin_multiplicity=1 relative_energy_kj_mol=74.9
H 2.046 -2.010 -3.905
N -1.915 -1.850 3.564
C 4.851 -0.375 -2.776
C -1.580 3.400 -4.527
H 0.132 -0.071 -1.522
C 4.234 0.851 -2.522
H -1.207 -2.843 -0.776
H -2.481 0.605 -1.989
H 1.644 -3.034 5.498
H -3.407 4.380 -3.877
S 2.913 -2.215 3.538
H -0.003 -0.858 -4.306
N 0.493 -1.825 2.584
C 2.704 -1.189 -3.601
H 3.291 -1.030 1.115
H -1.499 -1.072 -0.821
C -0.943 -2.373 4.424
N 2.286 -1.117 1.176
C 4.064 -1.390 -3.335
C 2.087 0.039 -3.306
C 0.361 -2.367 3.876
H -4.966 -0.884 4.134
H -3.984 -0.579 2.664
N -4.108 -0.975 3.602
H -1.261 4.189 -5.214
H 1.705 1.753 1.103
C -0.697 2.322 -4.334
C 1.562 -2.591 4.516
C 2.871 1.072 -2.785
H -1.958 1.050 3.399
C 0.186 1.058 2.543
C 0.646 1.632 1.345
H 4.802 1.670 -2.099
Sn -1.329 -0.926 1.635
C -1.447 -2.619 5.687
C 1.780 -1.694 2.268
C -2.762 3.506 -3.789
C -0.972 1.360 -3.364
H 1.710 -0.607 0.514
H 5.927 -0.507 -2.635
C -1.669 1.734 1.240
H 0.220 2.244 -4.919
C -2.214 1.418 -2.677
Si 0.207 -0.082 -3.063
C -0.979 -1.823 -0.153
H -2.722 1.968 0.954
H 4.501 -2.356 -3.582
H -0.407 2.527 -0.410
C -0.472 2.047 0.569
H 2.355 1.995 -2.500
H 0.741 0.813 3.460
S -3.126 -2.217 5.836
C -3.082 -1.629 4.170
C -3.081 2.492 -2.876
H -3.975 2.585 -2.270
C -1.286 1.107 2.523
H 0.085 -1.612 -0.475
H -0.873 -3.096 6.469

(2)
62
Properties=species:S:1:pos:R:3 method="wB97M-V/def2-TZVPD" orbital_gap_ev=8.009 spin_multiplicity=1 smiles="N#Cc1ccc(N2C(=O)[C@@H]3[C@H](O)CCN3C2=O)c2ccccc12.CNC(=O)[C@H](CC(N)=O)NC(C)=O"
C 3.060 -4.291 -3.361
C -1.934 -0.713 3.113
H 0.143 4.868 -1.712
H -2.059 -1.783 -0.852
C 1.855 -1.432 -1.323
H -1.435 -0.225 1.111
H -3.949 -1.972 5.486
H 5.269 -1.086 -6.408
H 4.866 1.218 -5.577
H -4.272 -3.660 5.069
H -3.987 -0.213 3.585
H 4.348 -3.006 -5.217
C 4.676 -0.925 -5.512
C 3.128 -0.514 -3.183
N -2.142 -0.693 1.657
C 2.837 -2.937 -2.948
N 3.255 -5.388 -3.704
O -3.965 -2.010 1.508
H 3.560 1.589 -3.554
C -0.041 3.863 -1.315
C 4.142 -2.014 -4.824
H -1.628 1.639 2.144
C 2.359 -0.317 -2.006
H -1.521 3.858 0.303
C 2.245 1.347 -0.177
H -0.836 3.399 -1.911
H -2.247 3.189 2.739
C -0.436 3.905 0.167
C -3.859 -2.721 4.698
H 2.322 3.416 0.445
O -0.503 1.541 0.530
C 1.347 1.939 -2.115
C 2.086 -2.723 -1.789
H -2.859 -0.045 4.939
H -4.444 -2.417 3.831
C -3.070 -1.369 0.981
H -0.696 1.492 -0.428
H -3.833 -1.823 -0.953
C -1.603 -2.127 3.662
C 0.283 2.714 0.801
C 3.695 0.568 -3.890
C 1.599 2.704 0.034
H -2.046 -3.798 4.598
C 4.452 0.367 -5.045
N 2.087 0.958 -1.488
C -2.957 1.629 3.675
O 0.725 1.783 -3.154
H 1.688 -3.571 -1.236
H -0.995 -0.186 3.282
N -2.178 2.190 2.784
H 1.283 -1.301 -0.409
N -2.455 -2.915 4.333
C -2.991 0.121 3.871
C 3.367 -1.834 -3.657
O -0.461 -2.539 3.499
O -3.640 2.364 4.359
H 0.447 2.839 1.879
O 2.789 0.720 0.720
N 1.172 3.053 -1.305
H -0.074 4.835 0.619
H -2.992 -0.261 -0.846
C -2.978 -1.300 -0.525

(3)
53
Properties=species:S:1:pos:R:3 method="wB97M-V/def2-TZVPD" orbital_gap_ev=5.311 spin_multiplicity=1 charge=-1 smiles=Cc1cccc(O[C@H](c2ccc(N(C)C)cc2)c2cc(C)c([O-])c(C)c2)c1 relative_energy_kj_mol=0.0
H 4.154 0.748 -0.243
H -4.783 -1.427 1.967
C 5.342 3.102 1.871
H -2.191 1.777 -2.458
H -4.069 -3.849 -2.700
H -1.188 -2.361 -1.739
C -0.345 -2.034 2.417
C 3.238 1.292 -0.011
C -0.943 -0.234 0.906
C 0.835 1.411 0.097
C -3.775 -1.067 -3.523
C 0.691 -2.751 3.209
H 5.931 4.536 -0.243
H 0.269 -3.643 3.676
H -3.308 -3.712 -4.291
O -2.027 -3.634 2.886
C -2.292 -0.622 0.938
C -1.565 -0.253 -2.055
H 2.227 4.314 1.215
C 0.905 2.725 0.571
H 5.885 4.036 2.058
C -0.518 0.777 -0.127
H -0.027 3.262 0.756
C -2.706 -1.744 1.609
N 4.569 3.250 0.654
H -4.184 1.037 -3.779
C -2.418 0.718 -2.597
H -3.026 -0.029 0.379
H 1.530 -3.040 2.561
O -0.400 0.129 -1.396
H 4.688 3.865 -1.341
H 4.676 2.893 2.714
H -4.430 -2.360 0.507
C -2.925 -2.033 -2.977
H 1.099 -2.087 3.984
C -4.120 -2.194 1.548
H 1.032 -0.563 1.746
H -1.278 1.570 -0.188
H 1.930 -0.313 -0.612
C -3.167 -3.498 -3.222
H -2.313 -4.081 -2.863
C 3.327 2.606 0.498
H 6.081 2.291 1.785
C 5.355 3.638 -0.502
C -0.005 -0.909 1.704
C -1.835 -1.619 -2.211
C -1.718 -2.547 2.352
H -4.235 -3.125 2.106
H -4.643 -1.393 -4.103
H 6.059 2.847 -0.801
C 1.996 0.703 -0.215
C -3.524 0.294 -3.333
C 2.139 3.300 0.817

(4)
58
Properties=species:S:1:pos:R:3 method="wB97M-V/def2-TZVPD" orbital_gap_ev="7.315 / 4.595" spin_multiplicity=1 charge=+2
H 3.189 0.631 -2.681
C -3.340 3.366 -1.271
H -0.344 4.605 -2.289
H 0.116 -3.927 -3.282
C 0.345 0.919 2.287
As -0.823 0.547 0.735
H 0.461 2.710 -0.905
H 1.255 -3.598 -4.641
P 1.955 -2.549 -2.649
Cl -1.240 -2.257 -1.610
O 3.151 -0.024 0.475
C 3.313 -1.914 -3.586
C -2.430 -0.101 1.632
Cl 0.419 0.589 -2.988
H 0.042 -2.366 -4.135
H 0.451 -1.155 2.924
H -1.851 0.351 3.682
H -5.623 -1.691 3.224
H 3.282 -3.634 -0.956
C 3.269 1.010 -1.643
C -2.612 -0.093 3.024
C 1.561 2.491 3.634
C 1.590 0.160 4.200
H 4.118 -1.565 -2.921
H -2.788 5.034 -2.525
H -3.647 1.676 0.012
C -1.071 3.946 -1.781
H 0.406 3.041 1.891
H 2.633 1.683 5.327
H 1.870 3.532 3.840
C 2.781 0.171 -0.610
H -5.316 -1.719 0.752
C -3.418 -0.694 0.831
H 3.024 -4.634 -2.423
O 1.333 -2.784 1.331
C -4.722 -1.237 2.779
H -3.287 -0.731 -0.258
C -4.555 -1.256 1.398
C -2.432 4.190 -1.916
C 2.548 -3.947 -1.718
H 1.921 -0.661 4.862
H 3.685 -2.722 -4.220
C 0.725 -3.173 -3.801
H 4.329 1.183 -1.390
H -4.423 3.558 -1.365
C -0.616 2.892 -1.008
C -3.756 -0.659 3.581
C 1.986 1.466 4.463
H 1.707 -4.443 -1.207
C 0.743 2.230 2.541
H 3.003 -1.066 -4.221
C 0.769 -0.116 3.115
C -1.538 2.054 -0.356
H -3.886 -0.654 4.678
H 2.741 1.973 -1.646
Y 0.711 -0.804 -1.181
C 1.185 -2.133 0.461
C -2.894 2.302 -0.498

(5)
62
Properties=species:S:1:pos:R:3 method="wB97M-V/def2-TZVPD" orbital_gap_ev="7.240 / 7.238" spin_multiplicity=2 relative_energy_kj_mol=34.8 s2=0.7544
C -0.746 4.512 -2.979
N 1.618 0.627 -1.164
As 0.180 -0.384 1.850
H 1.237 -2.621 1.666
N -1.789 2.206 0.679
H -5.297 0.019 -3.148
C 0.577 4.925 -2.897
H -0.410 -2.405 4.262
H 1.321 2.394 2.674
H -1.178 1.272 3.163
H 4.277 0.105 -0.754
C 3.320 -3.151 -0.666
C 0.488 -2.662 3.698
H 0.649 -3.735 3.815
H 1.902 0.084 3.622
C 1.132 2.762 -2.070
H -1.524 5.174 -3.329
C 2.272 -0.597 -0.965
N -0.146 2.361 -2.149
H 2.578 4.289 -2.340
C 2.180 1.756 -1.606
H -2.369 -1.571 3.095
N -2.110 -0.398 -2.205
H -3.145 -0.173 3.835
C -2.235 -1.601 -1.629
Ti -0.415 0.543 -0.768
H 3.059 2.090 2.731
O -0.537 2.254 0.604
H -5.534 -2.169 -1.966
N 0.075 -1.423 -1.284
H -0.662 -0.042 4.207
H -2.895 -0.221 2.090
H 5.218 -2.177 -0.459
H 2.191 1.964 1.204
H 1.333 -2.153 4.165
C -1.092 0.186 3.229
O 3.362 2.058 -1.705
H -0.491 -2.803 1.759
H 1.297 -3.854 -0.908
C -4.444 -0.462 -2.690
H 2.655 -0.320 2.082
C -0.956 -2.260 -1.131
C 1.954 -2.998 -0.870
H -2.088 2.880 -2.584
C -2.451 -0.482 3.053
C -3.204 0.152 -2.728
H -3.080 1.117 -3.204
C 1.880 0.292 2.549
H -3.445 -3.222 -0.982
C 4.155 -2.045 -0.614
H 3.731 -4.146 -0.550
C 0.357 -2.300 2.225
C 1.531 4.038 -2.431
O -1.000 -3.403 -0.688
C -3.438 -2.270 -1.490
C -1.063 3.227 -2.580
H 0.855 5.929 -3.190
C -4.568 -1.685 -2.037
C 3.638 -0.765 -0.771
O -2.247 1.237 0.013
C 2.122 1.770 2.274
C 1.417 -1.722 -1.012

(6)
55
Properties=species:S:1:pos:R:3 method="wB97M-V/def2-TZVPD" orbital_gap_ev="8.525 / 4.776" spin_multiplicity=3 charge=+1 relative_energy_kj_mol=0.0 s2=2.0184
H 4.980 -0.804 -4.971
C -1.508 0.021 -3.920
O -2.058 -0.369 2.976
H 1.144 -2.987 7.138
C 1.767 -0.988 4.435
C -0.477 -1.386 4.584
Au 0.497 0.618 1.785
C 0.984 -2.365 6.252
C -2.504 0.472 -3.034
C -3.247 1.617 -3.348
H 3.798 -2.959 -5.417
H -2.226 2.855 2.611
H 1.356 0.821 -3.242
C 1.890 -0.014 -3.716
H -3.627 3.179 -4.805
C -1.901 -1.142 4.154
C 1.235 -1.234 -3.960
C 0.712 2.246 4.106
H 1.397 -3.241 -4.768
C -0.066 2.839 1.980
C -1.185 2.678 2.864
H -0.077 3.276 0.980
Si -0.524 -1.471 -3.456
C -0.286 -0.203 0.051
H -2.685 -0.076 -2.099
C 3.236 0.134 -4.084
H -2.374 -2.130 4.047
H 0.360 0.084 -0.791
C 1.923 -2.297 -4.575
H 3.065 -1.831 5.927
C -2.070 1.816 -5.458
H -0.563 0.307 -5.863
H 3.742 1.082 -3.891
H -1.249 0.324 0.009
H -1.198 -2.535 6.205
C 3.927 -0.922 -4.693
H 2.171 2.796 2.460
H 2.559 -0.465 3.901
C 1.157 2.537 2.768
H 1.360 2.077 4.960
C -0.293 -2.152 5.746
H -1.127 -2.615 -4.174
C -0.696 2.312 4.137
H -0.403 -1.283 0.174
C 2.041 -1.751 5.575
H -4.001 1.976 -2.645
N 0.538 -0.859 3.918
H -1.306 2.169 5.025
C -3.034 2.293 -4.559
H -2.405 -0.593 4.961
C -1.309 0.680 -5.148
H -1.909 2.328 -6.409
H -0.551 -1.750 -2.008
H -2.243 -0.981 2.245
C 3.265 -2.134 -4.940

(7)
70
Properties=species:S:1:pos:R:3 method="wB97M-V/def2-TZVPD" orbital_gap_ev=5.664 spin_multiplicity=1 relative_energy_kj_mol=107.0
H -3.843 -3.790 -0.725
C -1.663 -3.859 -0.844
C -3.004 1.135 -2.207
C 5.818 -0.172 2.487
Se 3.491 -1.871 2.113
Se 0.938 2.085 1.965
H -3.684 1.442 1.707
H -3.880 -1.493 -1.351
H -3.888 2.899 -3.119
H -2.333 2.444 -3.796
C 6.039 -1.766 0.719
C 2.547 2.953 -0.977
Cl 0.299 -0.026 -3.495
H -0.383 -2.738 -2.208
C 1.667 3.378 -1.936
Cl 8.261 -1.993 -0.813
H -2.744 4.281 -1.556
C -3.025 -2.036 -1.752
H 3.110 3.646 -0.368
C 7.325 -1.298 0.451
C -3.269 -1.560 1.437
S 2.259 -1.094 -1.155
C 2.718 1.582 -0.792
H -2.734 2.613 0.075
H -3.982 1.013 -1.721
H -1.223 3.763 -2.254
C -1.914 2.494 -0.640
C 7.100 0.310 2.229
H -3.935 -2.033 0.717
Cl 4.900 0.567 3.749
H -3.242 -4.116 -2.339
H -3.616 0.614 3.986
Cl 9.435 0.334 0.874
H -2.865 0.327 -2.920
Cl 7.756 1.598 3.160
C 5.258 -1.211 1.736
Cl 5.417 -3.052 -0.243
C -3.139 0.001 3.222
Ta 1.720 -0.131 1.056
N -1.768 -1.535 -1.182
P -1.606 -0.188 -0.284
H -4.108 -1.967 3.409
H -2.455 -2.248 1.675
H -0.975 2.684 -0.120
H -2.212 -0.395 3.642
N -2.736 -0.283 0.908
H -1.714 -3.949 0.242
H 0.001 -2.476 -0.502
Sb 0.990 0.097 3.663
C -3.050 -3.545 -1.431
C -0.808 -2.647 -1.204
O -0.189 0.012 0.215
C 2.022 0.594 -1.505
C -2.901 2.515 -2.868
H -1.239 -4.783 -1.235
C 1.133 1.099 -2.485
Cl 3.923 1.066 0.374
C -2.165 3.404 -1.844
C -4.003 -1.143 2.706
Se -0.039 0.433 5.805
H -1.935 1.371 2.008
C 0.972 2.440 -2.708
C 7.856 -0.256 1.205
Se 0.278 -1.995 2.314
H 1.519 4.435 -2.111
H 0.306 2.759 -3.498
C -2.849 0.776 1.944
H -3.016 -1.887 -2.835
N -1.921 1.143 -1.222
H -5.001 -0.775 2.455

(8)
58
Properties=species:S:1:pos:R:3 method="wB97M-V/def2-TZVPD" orbital_gap_ev=7.825 spin_multiplicity=1 smiles="CCCOc1cccc([C@H]2/C(=C(/O)c3ccc(F)cc3)C(=O)C(=O)N2CCN(C)C)c1" relative_energy_kj_mol=4.7
H 2.120 3.640 0.834
H -2.485 1.269 -2.973
H 4.409 -0.284 -1.536
H -1.350 3.218 1.419
C 0.070 -0.440 0.477
C -4.636 -3.216 0.412
F -4.501 1.854 -1.466
N 4.191 -2.410 -1.634
H 1.317 -0.208 -1.246
H -6.164 -4.492 1.240
C -2.396 -1.007 1.629
O 1.189 3.703 0.482
H -1.476 -0.473 3.475
O -3.177 -1.543 -0.630
C -1.601 2.785 0.464
C -0.107 -0.292 1.849
C -2.924 2.604 0.110
C -1.333 -0.585 2.411
H -6.740 -3.417 -0.035
H -0.109 1.578 -2.323
H 0.709 0.055 2.464
H 5.507 -1.959 -0.015
C -2.219 1.683 -2.014
C -4.493 -1.816 -0.188
H 1.708 -2.541 0.764
C -2.223 -1.171 0.258
C 1.369 -0.011 -0.167
H 5.110 -1.099 -2.940
H -5.106 -1.736 -1.090
O 4.513 -0.231 1.426
H 3.357 -0.920 -2.826
C -0.582 2.387 -0.397
H -6.405 -2.777 1.574
C 2.939 -2.733 -0.998
C 3.469 0.133 0.928
C 5.361 -2.686 -0.825
H 3.454 -2.359 1.082
C 0.816 2.506 0.057
O 3.463 2.584 1.173
C 2.645 -2.112 0.391
C -3.213 2.046 -1.123
C -0.899 1.849 -1.640
C -6.076 -3.492 0.823
C 2.943 1.546 0.775
H 6.239 -2.661 -1.470
H -3.346 -1.201 2.101
H -4.314 -3.945 -0.334
C 1.661 1.437 0.125
H 2.916 -3.819 -0.859
N 2.528 -0.680 0.390
C -0.972 -0.902 -0.300
H 2.133 -2.469 -1.687
H -4.830 -1.050 0.521
H -0.855 -1.042 -1.364
H -3.726 2.888 0.772
H -3.977 -3.315 1.276
H 5.272 -3.684 -0.399
C 4.264 -1.103 -2.252

For the records above, the corresponding E values read -66643.359 -46537.607 -30895.684 -125620.014 -124922.668 -40423.033 -409104.738 -39213.963 eV.